{
  "formula": "C36H102O15",
  "method": "ωB97M-V/def2-TZVPD",
  "symbols": ["O", "H", "H", "O", "H", "H", "O", "H", "H", "C", "C", "C", "O", "H", "H", "H", "H", "H", "H", "H", "H", "C", "C", "C", "O", "H", "H", "H", "H", "H", "H", "H", "H", "C", "C", "C", "O", "H", "H", "H", "H", "H", "H", "H", "H", "C", "C", "C", "O", "H", "H", "H", "H", "H", "H", "H", "H", "C", "C", "C", "O", "H", "H", "H", "H", "H", "H", "H", "H", "C", "C", "C", "O", "H", "H", "H", "H", "H", "H", "H", "H", "C", "C", "C", "O", "H", "H", "H", "H", "H", "H", "H", "H", "C", "C", "C", "O", "H", "H", "H", "H", "H", "H", "H", "H", "C", "C", "C", "O", "H", "H", "H", "H", "H", "H", "H", "H", "C", "C", "C", "O", "H", "H", "H", "H", "H", "H", "H", "H", "C", "C", "C", "O", "H", "H", "H", "H", "H", "H", "H", "H", "C", "C", "C", "O", "H", "H", "H", "H", "H", "H", "H", "H"],
  "positions_angstrom": [[0.718895, -4.101671, -22.350498], [0.166785, -4.015591, -23.163128], [0.009537, -4.350857, -21.720940], [-2.192563, -8.431609, -26.526199], [-2.895460, -8.357451, -27.188763], [-1.483687, -7.810543, -26.754914], [-6.499043, -10.439133, -23.559201], [-6.493526, -10.109007, -22.664619], [-5.717013, -10.026834, -23.920635], [-6.279212, -2.722333, -26.640974], [-6.602103, -2.561033, -25.175528], [-7.025525, -3.858748, -24.546888], [-5.370949, -2.119169, -24.516316], [-5.478187, -3.439483, -26.869651], [-6.033920, -1.738014, -27.011959], [-7.183290, -3.007266, -27.222974], [-7.395551, -1.772429, -25.089281], [-6.961818, -3.754413, -23.465923], [-6.398475, -4.712033, -24.844765], [-8.059464, -4.153899, -24.746285], [-4.918401, -1.588021, -25.182661], [-10.977315, -9.169334, -21.763378], [-10.897717, -7.985298, -22.733100], [-9.602101, -7.172237, -22.633493], [-11.252518, -8.241805, -24.078597], [-12.015671, -9.437593, -21.557352], [-10.487747, -8.877804, -20.803574], [-10.502044, -10.071342, -22.136820], [-11.686823, -7.268307, -22.442193], [-9.588440, -6.110386, -22.937361], [-8.760460, -7.545687, -23.191287], [-9.210033, -7.105884, -21.625707], [-10.629191, -8.839132, -24.486531], [-5.674888, -7.389448, -22.999590], [-4.353334, -7.412371, -23.823432], [-3.062717, -7.013608, -23.129012], [-4.259754, -8.798131, -24.311813], [-6.487437, -7.866298, -23.552590], [-6.061358, -6.375525, -22.945711], [-5.616995, -7.841595, -22.002142], [-4.329590, -6.807941, -24.682015], [-3.136659, -5.960890, -22.841930], [-2.222755, -7.121994, -23.754749], [-2.922290, -7.594732, -22.215224], [-3.430351, -8.905715, -24.864901], [0.558957, -5.919835, -19.155765], [-0.825588, -6.302650, -19.681547], [-1.890098, -6.339807, -18.625479], [-1.254818, -5.395174, -20.759355], [1.259016, -5.808470, -19.973676], [0.929372, -6.754599, -18.575102], [0.527565, -4.986875, -18.583438], [-0.714055, -7.302158, -20.142598], [-2.877502, -6.847774, -18.878464], [-2.092699, -5.333439, -18.269095], [-1.454711, -6.897298, -17.816721], [-1.604865, -4.620630, -20.298655], [-5.307240, -8.553909, -27.916200], [-6.670513, -7.883888, -27.877628], [-7.266100, -8.067993, -26.474791], [-6.526462, -6.560838, -28.226235], [-4.838960, -8.488557, -28.862762], [-5.552315, -9.568736, -27.662496], [-4.710547, -8.142561, -27.132207], [-7.378358, -8.376925, -28.534194], [-8.326731, -7.740674, -26.394450], [-6.733458, -7.422822, -25.721672], [-7.165835, -9.096803, -26.099828], [-7.221964, -6.344682, -28.859703], [0.684032, -8.400853, -24.011906], [1.622108, -7.358053, -23.379044], [3.093070, -7.878640, -23.239345], [1.644886, -6.227628, -24.248770], [0.610020, -9.283719, -23.370925], [1.087092, -8.665242, -25.007345], [-0.254406, -7.854564, -24.139294], [1.250263, -6.996724, -22.431130], [3.148702, -8.817876, -22.653314], [3.596848, -7.029565, -22.750866], [3.447473, -8.002489, -24.240359], [1.558592, -5.415123, -23.746180], [-5.712462, -10.783140, -18.165615], [-6.240095, -10.481173, -19.578917], [-7.753583, -10.163690, -19.627672], [-5.596949, -9.337820, -20.163920], [-6.303930, -11.498502, -17.633599], [-5.698804, -9.899643, -17.537182], [-4.705047, -11.101312, -18.213080], [-6.119941, -11.420610, -20.154405], [-7.907146, -9.763121, -20.653920], [-8.081856, -9.326949, -18.992048], [-8.337557, -11.085133, -19.582987], [-4.849544, -9.640987, -20.701345], [-2.851717, -2.390451, -21.401448], [-3.787292, -3.628936, -21.545340], [-5.128104, -3.235482, -20.936738], [-3.820459, -4.036072, -22.784008], [-3.217893, -1.485534, -21.915629], [-1.799852, -2.524232, -21.557352], [-2.834776, -2.150609, -20.351976], [-3.415243, -4.494525, -20.914337], [-5.561476, -2.578674, -21.726953], [-5.167467, -2.630921, -20.045910], [-5.803595, -4.059524, -20.781362], [-4.328136, -3.458990, -23.403693], [-0.319632, -10.355753, -20.680174], [1.027749, -10.847658, -20.269614], [1.681585, -9.873837, -19.277097], [0.877074, -12.175729, -19.812442], [-0.291160, -9.435737, -21.220685], [-0.986425, -10.217195, -19.827322], [-0.871635, -11.096476, -21.288947], [1.653551, -10.878692, -21.149707], [2.708169, -10.145569, -18.980273], [1.113515, -9.786253, -18.356804], [1.626278, -8.919064, -19.770120], [1.723831, -12.439466, -19.477247], [-1.388479, -3.242566, -25.573623], [-1.818383, -4.734386, -25.660966], [-3.160066, -4.871213, -26.334554], [-0.916171, -5.486082, -26.550537], [-0.352115, -3.267516, -25.211741], [-1.960888, -2.724020, -24.824838], [-1.527080, -2.786924, -26.561055], [-1.837132, -5.112474, -24.653542], [-3.098640, -4.386723, -27.317636], [-3.894730, -4.289777, -25.733924], [-3.487359, -5.880609, -26.448534], [-0.149662, -5.781973, -26.014929], [-3.288586, -11.909333, -23.402188], [-3.689615, -11.728780, -21.988687], [-2.951093, -12.537758, -20.882736], [-3.650008, -10.323922, -21.650447], [-4.149625, -11.646442, -24.022003], [-3.090278, -12.969194, -23.568746], [-2.345234, -11.418544, -23.526451], [-4.750139, -12.050499, -21.987328], [-2.155024, -13.131834, -21.335305], [-3.613033, -13.100204, -20.222501], [-2.391765, -11.872789, -20.239745], [-3.817226, -9.746161, -22.411781], [-8.802071, -5.933119, -17.053302], [-8.224440, -6.442693, -18.382137], [-7.972597, -5.297198, -19.387558], [-7.099302, -7.230485, -18.184896], [-8.024231, -5.437052, -16.543009], [-9.152674, -6.780393, -16.443818], [-9.598687, -5.218659, -17.328705], [-9.029890, -7.039860, -18.881267], [-7.502224, -5.700381, -20.278618], [-7.241412, -4.563485, -19.050031], [-8.934054, -4.813198, -19.621916], [-6.570535, -7.309359, -18.981786]],
  "atomic_forces_ev_per_a": [[-1.2, 0.1, -0.9], [0.7, 0.2, 0.6], [0.5, -0.4, 0.1], [-0.1, -0.2, 0.1], [0.5, 0.1, 0.1], [-0.4, 0.1, -0.1], [-0.5, -0.6, -0.1], [-0.2, 0.1, 0.7], [0.6, 0.4, -0.5], [-1.0, -0.1, -0.9], [0.2, 0.1, -0.4], [-0.2, -0.5, 0.7], [-0.7, -0.2, -0.2], [-0.3, 0.2, 0.3], [0.4, 0.3, -0.4], [0.5, 0.0, 0.4], [0.7, -0.6, 0.3], [0.1, -0.1, 0.2], [0.1, 0.4, 0.0], [0.1, 0.3, -0.3], [0.2, 0.0, 0.3], [0.2, 0.3, 0.4], [-0.3, 1.6, 0.4], [0.9, 0.6, 0.2], [-0.3, -0.2, 0.0], [0.0, 0.1, 0.0], [-0.4, -0.3, -0.7], [0.3, 0.0, -0.1], [0.2, -0.4, 0.1], [-1.0, -0.4, -0.2], [0.2, -0.9, -0.5], [-0.2, -0.3, 0.5], [0.4, -0.3, 0.0], [0.4, 0.6, -0.9], [0.2, -1.8, 0.9], [-1.6, 0.2, 1.7], [1.2, -0.1, -0.3], [0.4, -0.4, -0.1], [0.3, 0.4, 0.5], [0.2, 0.2, -0.2], [-1.0, 1.0, -1.3], [0.1, -0.3, 0.0], [0.9, -0.3, -0.9], [0.2, -0.1, 0.1], [-1.1, 0.4, 0.8], [-0.6, 0.1, -0.2], [0.1, 0.0, -1.4], [-1.0, -0.7, 0.0], [0.6, -0.4, 0.7], [0.1, 0.2, -0.3], [0.1, 0.0, 0.5], [0.1, -0.2, 0.1], [-0.3, 0.5, -0.1], [1.4, 0.7, -0.1], [-0.1, 0.2, 0.2], [-0.1, -0.3, 0.7], [-0.1, -0.1, -0.1], [-1.6, -0.3, 0.4], [-0.1, -1.4, 1.2], [0.0, 1.0, 1.2], [-0.4, 1.8, -0.7], [0.5, 0.1, -1.0], [0.6, -0.8, 0.0], [0.4, 0.4, 0.6], [0.1, -0.3, -0.6], [0.5, -0.3, -0.3], [-0.2, -0.5, -0.8], [-0.2, 0.2, -0.3], [0.2, 0.2, 0.2], [0.7, 1.0, 0.1], [0.8, -0.8, -0.6], [-1.7, 0.9, 1.0], [-0.1, -0.1, -0.8], [-0.3, 0.1, -0.2], [-0.2, 0.0, 0.5], [-0.2, -0.6, 0.0], [-0.2, -0.2, 0.6], [0.1, 0.6, -0.3], [0.4, -0.7, -0.1], [0.5, -0.2, -0.5], [0.1, 0.1, 0.5], [-0.5, 1.2, -0.5], [-1.0, 0.2, 0.8], [0.5, 0.4, -1.3], [-0.5, -0.3, 0.4], [-0.4, -0.7, 0.1], [-0.2, 0.5, -0.1], [1.1, -0.6, -0.1], [0.3, 0.6, -0.2], [-0.1, -0.3, 0.4], [0.2, -0.7, 0.3], [-0.2, 0.3, 0.5], [0.4, -0.3, 0.1], [-0.6, -0.1, 1.1], [1.3, 1.7, 5.0], [-1.0, 0.8, -1.8], [-1.0, -1.4, -5.0], [0.1, -0.5, -0.1], [0.6, -0.4, -1.0], [-0.3, 0.4, 0.7], [-0.1, 0.9, -0.7], [-0.2, -0.3, 0.5], [0.7, 0.1, 0.5], [-0.2, -0.5, -0.2], [0.3, -0.1, 0.7], [-1.4, -0.9, 0.0], [0.3, 0.4, 0.2], [-0.1, -0.8, 0.1], [-0.5, 0.1, 0.3], [0.2, 0.7, -0.4], [0.2, 0.2, 0.3], [0.7, 0.4, 0.0], [0.4, 0.1, -0.5], [-0.3, 0.2, -0.4], [-0.3, -0.1, 0.2], [0.5, 0.6, -0.1], [0.6, -0.5, 0.3], [0.3, -1.6, -0.2], [0.4, 0.5, -1.5], [-0.4, 1.7, 0.6], [0.3, 0.1, 1.5], [0.0, 0.5, -0.5], [-0.5, 0.2, 0.3], [0.4, 0.1, 0.3], [0.1, -0.6, 0.3], [-0.1, -0.2, 0.1], [0.2, -0.5, -0.4], [-0.2, -0.7, 0.0], [-0.3, 0.3, -0.3], [0.2, -1.3, 0.0], [-1.6, -0.3, 1.3], [0.3, 0.8, -0.6], [0.3, 0.1, 0.4], [0.7, 0.4, -0.3], [-0.1, -0.1, -0.1], [0.4, 0.7, -0.8], [0.3, 0.2, 0.4], [-0.3, -0.5, 0.1], [0.0, -0.2, -0.4], [-0.2, 0.3, 0.2], [0.1, -0.4, -0.5], [-0.4, -0.9, -1.4], [-1.4, 0.6, -1.2], [0.0, -0.2, 0.5], [0.6, -0.2, 0.9], [0.8, 0.8, 0.8], [-0.1, 0.5, -0.2], [0.2, -0.4, 0.5], [0.3, 0.0, 0.3], [-0.3, -0.2, -0.5], [-0.2, 0.2, 0.5], [0.5, -0.1, -0.1], [0.0, -0.2, -0.3]],
  "spin_multiplicity": 1,
  "homo_lumo_gap_ev": 10.27,
  "energy_ev": -69697.437,
  "largest_force_ev_per_a": 5.5,
  "homo_energy_ev": -9.8,
  "total_charge": 0,
  "relative_energy_kcal_mol": 21.6
}